{"formula": "C48H70N2O18S7", "method": "the ωB97M-V functional and the def2-TZVPD basis", "elements": ["N", "C", "C", "O", "C", "C", "C", "C", "C", "C", "C", "C", "O", "C", "C", "C", "C", "C", "C", "C", "C", "S", "C", "S", "N", "C", "C", "C", "C", "C", "C", "C", "C", "C", "C", "C", "C", "C", "C", "O", "H", "H", "H", "H", "H", "H", "H", "H", "H", "H", "H", "H", "H", "H", "H", "H", "H", "H", "H", "H", "H", "H", "H", "H", "H", "H", "H", "H", "H", "H", "C", "C", "O", "S", "C", "O", "O", "H", "H", "H", "H", "H", "H", "H", "H", "C", "C", "O", "S", "C", "O", "O", "H", "H", "H", "H", "H", "H", "H", "H", "C", "C", "O", "S", "C", "O", "O", "H", "H", "H", "H", "H", "H", "H", "H", "C", "C", "O", "S", "C", "O", "O", "H", "H", "H", "H", "H", "H", "H", "H", "C", "C", "O", "S", "C", "O", "O", "H", "H", "H", "H", "H", "H", "H", "H"], "coordinates": [[-9.666, 3.571, 1.872], [-8.794, 3.752, 3.097], [-8.994, 2.617, 4.263], [-10.054, 3.094, 5.167], [-9.359, 1.115, 3.718], [-8.000, 0.339, 3.189], [-7.337, -1.000, 3.870], [-5.965, -1.764, 3.302], [-5.229, -1.102, 1.995], [-5.887, 0.246, 1.330], [-7.251, 0.976, 1.872], [-5.130, 0.932, 0.015], [-5.058, 2.257, -0.145], [-4.512, -0.171, -1.079], [-4.621, 0.139, -2.687], [-4.021, -1.010, -3.716], [-3.312, -2.363, -3.069], [-3.219, -2.635, -1.447], [-2.494, -4.014, -0.929], [-0.925, -3.585, -0.549], [0.038, -3.461, -1.884], [1.270, -2.041, -1.644], [2.993, -2.542, -2.181], [3.134, -3.929, -3.204], [4.294, -1.879, -1.785], [4.335, -0.406, -2.127], [5.357, 0.628, -1.299], [5.481, 2.251, -1.662], [4.603, 2.956, -2.883], [3.577, 1.944, -3.698], [3.452, 0.317, -3.336], [4.693, -2.166, -0.355], [6.164, -2.938, -0.155], [6.752, -3.272, 1.341], [5.803, -2.827, 2.624], [4.349, -2.084, 2.455], [3.780, -1.735, 0.958], [-3.849, -1.534, -0.408], [-3.869, -1.700, 1.254], [-2.881, -2.304, 1.939], [-9.093, 3.507, 0.983], [-10.167, 4.500, 1.766], [-7.668, 3.690, 2.712], [-9.008, 4.807, 3.560], [-7.951, 2.518, 4.834], [-10.076, 2.441, 5.942], [-10.229, 1.097, 2.909], [-9.787, 0.506, 4.646], [-7.838, -1.489, 4.825], [-5.543, -2.746, 3.815], [-7.635, 1.915, 1.288], [-5.143, 1.146, -3.048], [-4.122, -0.816, -4.866], [-2.893, -3.140, -3.871], [-2.552, -4.801, -1.799], [-3.038, -4.498, 0.000], [-0.489, -4.260, 0.303], [-0.988, -2.487, -0.097], [0.542, -4.502, -2.060], [-0.682, -3.272, -2.813], [6.070, 0.263, -0.423], [6.238, 2.974, -1.087], [4.740, 4.099, -3.098], [2.948, 2.405, -4.595], [2.710, -0.306, -3.994], [6.841, -3.243, -1.088], [7.778, -3.815, 1.526], [6.231, -3.056, 3.696], [3.707, -1.751, 3.381], [2.758, -1.187, 0.721], [9.043, -8.263, 5.938], [9.725, -6.915, 5.805], [10.362, -6.772, 4.541], [9.430, -6.536, 3.224], [10.729, -6.134, 2.084], [8.614, -5.361, 3.431], [8.861, -7.807, 2.822], [8.213, -8.358, 5.231], [8.637, -8.396, 6.946], [9.745, -9.074, 5.725], [9.021, -6.094, 5.976], [10.506, -6.834, 6.570], [11.196, -5.195, 2.389], [10.281, -6.026, 1.094], [11.456, -6.949, 2.074], [8.340, 7.265, -7.116], [7.247, 6.230, -6.934], [7.786, 4.938, -6.677], [8.438, 4.645, -5.213], [8.627, 2.889, -5.385], [7.444, 4.907, -4.195], [9.761, 5.234, -5.165], [8.905, 7.412, -6.191], [7.917, 8.233, -7.403], [9.052, 6.945, -7.883], [6.551, 6.521, -6.140], [6.666, 6.158, -7.860], [7.640, 2.428, -5.457], [9.148, 2.522, -4.498], [9.223, 2.683, -6.276], [11.396, 6.764, -3.552], [10.920, 8.065, -2.936], [11.321, 8.180, -1.576], [12.888, 8.491, -1.252], [12.711, 8.818, 0.483], [13.272, 9.715, -1.919], [13.647, 7.264, -1.399], [12.488, 6.731, -3.613], [11.003, 6.647, -4.567], [11.079, 5.910, -2.945], [11.267, 8.930, -3.513], [9.824, 8.087, -2.951], [12.112, 9.721, 0.617], [13.710, 8.966, 0.897], [12.237, 7.958, 0.959], [-13.647, 4.425, 1.929], [-13.040, 3.253, 1.181], [-14.034, 2.317, 0.778], [-15.021, 2.715, -0.456], [-15.771, 1.123, -0.682], [-14.220, 3.019, -1.620], [-16.039, 3.622, 0.036], [-14.296, 5.017, 1.277], [-12.866, 5.088, 2.312], [-14.260, 4.074, 2.764], [-12.458, 3.590, 0.317], [-12.350, 2.723, 1.847], [-15.013, 0.414, -1.020], [-16.551, 1.227, -1.439], [-16.214, 0.803, 0.263], [-6.209, -8.684, 2.841], [-7.578, -8.043, 2.961], [-7.542, -6.661, 2.625], [-7.382, -6.247, 1.057], [-7.707, -4.512, 1.235], [-8.459, -6.846, 0.300], [-5.993, -6.404, 0.673], [-5.865, -8.691, 1.802], [-6.232, -9.721, 3.190], [-5.469, -8.128, 3.423], [-8.319, -8.568, 2.349], [-7.914, -8.112, 4.002], [-8.741, -4.373, 1.558], [-7.552, -4.043, 0.262], [-7.009, -4.094, 1.963]], "mulliken_charge": [-0.44, -0.73, 0.17, -0.55, -0.36, 0.33, -0.68, -0.60, 0.34, 0.15, -0.25, 0.02, -0.55, 0.26, -0.49, -0.54, -0.45, 0.38, -0.74, -0.51, -0.27, 0.00, -0.20, -0.21, 0.31, 0.56, -0.20, -0.48, -0.36, -0.50, -0.27, -0.08, -0.28, -0.20, -0.31, -0.50, -0.08, 0.37, 0.34, -0.55, 0.23, 0.26, 0.29, 0.37, 0.21, 0.35, 0.04, 0.37, 0.22, 0.45, 0.16, 0.32, 0.29, 0.29, 0.39, 0.21, 0.32, 0.25, 0.43, 0.06, 0.26, 0.27, 0.31, 0.26, 0.28, 0.27, 0.22, 0.30, 0.27, 0.21, -0.98, -0.30, -0.29, 1.20, -0.99, -0.58, -0.61, 0.30, 0.38, 0.26, 0.29, 0.27, 0.32, 0.38, 0.36, -0.75, -0.32, -0.29, 1.17, -1.04, -0.63, -0.57, 0.07, 0.39, 0.26, 0.28, 0.29, 0.35, 0.37, 0.35, -0.80, -0.38, -0.27, 1.20, -0.93, -0.63, -0.60, 0.43, 0.30, 0.19, 0.32, 0.24, 0.31, 0.37, 0.31, -1.04, 0.02, -0.27, 1.21, -0.92, -0.63, -0.61, 0.36, 0.35, 0.28, 0.29, -0.05, 0.31, 0.37, 0.31, -0.98, -0.35, -0.26, 1.18, -0.72, -0.65, -0.57, 0.29, 0.38, 0.26, 0.33, 0.26, 0.35, 0.41, 0.08], "smiles": "NC[C@@H](O)Cc1ccc2c(c1)C(=O)c1cccc(CCCSC(=S)N(c3ccccc3)c3ccccc3)c1C2=O.CCOS(C)(=O)=O.CCOS(C)(=O)=O.CCOS(C)(=O)=O.CCOS(C)(=O)=O.CCOS(C)(=O)=O", "homo_ev": -7.86}